(1)
This record from the Open Molecules 2025 dataset describes the ion C9H18N3S with charge +1 in a non-equilibrium geometry. The level of theory is wB97M-V/def2-TZVPD.

The HOMO energy (spin up / spin down) is -12.3 / -12.8 eV. The energy above the lowest of the compared OMol25 structures with the same formula, charge and spin comes out at 92.1 kcal per mole. As for the LUMO energy (spin up / spin down): -5.486 / -6.094 eV. The structure (SMILES) is CN/[N+]1=C(\N=S)[C@@H](C)CCCCC1. As for the total energy: -24919.4616 eV. The calculation puts the gap between HOMO and LUMO (spin up / spin down) at 6.83 / 6.70 eV.

ORCA input file:
```
! wB97M-V def2-TZVPD RIJCOSX def2/J DEFGRID3
* xyz 1 1
C -1.042 -0.345 -0.248
C 1.287 0.959 1.572
C 0.842 2.275 0.802
C 2.001 -0.140 0.696
C -0.579 2.164 0.494
C 1.269 -0.730 -0.533
C -0.899 1.122 -0.683
C -2.068 1.489 -1.461
C 0.314 -3.655 -0.488
N -2.102 -0.778 0.360
N -0.035 -1.243 -0.387
N -0.199 -2.486 0.128
S -3.361 -0.280 1.009
H 2.139 1.390 2.271
H 0.405 0.585 1.980
H 1.079 3.223 1.469
H 1.593 2.293 -0.117
H 2.966 0.191 0.342
H 2.293 -1.037 1.137
H -1.071 1.834 1.457
H -0.958 3.139 0.194
H 1.242 0.115 -1.323
H 2.034 -1.484 -0.942
H 0.023 1.255 -1.248
H -2.170 0.906 -2.420
H -2.147 2.450 -1.794
H -2.982 1.279 -0.844
H 1.281 -3.454 -1.014
H 0.411 -4.402 0.306
H -0.472 -3.979 -1.215
H -1.093 -2.657 0.499
*
```

How positive or negative is each atom? The Löwdin charges in e answer that: number 1, C, carries -0.287; number 2, C, carries -0.145; number 3, C, carries -0.225; number 4, C, carries -0.145; number 5, C, carries -0.177; number 6, C, carries -0.148; number 7, C, carries -0.289; number 8, C, carries -0.074; number 9, C, carries -0.041; number 10, N, carries -0.449; number 11, N, carries -0.017; number 12, N, carries -0.004; number 13, S, carries 0.941; number 14, H, carries 0.157; number 15, H, carries 0.067; number 16, H, carries 0.155; number 17, H, carries 0.153; number 18, H, carries 0.117; number 19, H, carries 0.084; number 20, H, carries 0.127; number 21, H, carries 0.123; number 22, H, carries 0.146; number 23, H, carries 0.151; number 24, H, carries 0.113; number 25, H, carries 0.125; number 26, H, carries 0.062; number 27, H, carries 0.050; number 28, H, carries 0.102; number 29, H, carries 0.104; number 30, H, carries 0.112; number 31, H, carries 0.114

(2)
This record from the Open Molecules 2025 dataset describes a structure of composition C2H16O9PdV in a non-equilibrium geometry. The level of theory is wB97M-V/def2-TZVPD.

The HOMO energy (spin up / spin down) is -14.1 / -14.0 eV. The energy above the lowest of the compared OMol25 structures with the same formula, charge and spin comes out at 0.0 kcal per mole. As for the LUMO energy (spin up / spin down): -5.559 / -6.692 eV. As for the expectation value of S²: 2.009. As for the total energy: -49917.3268 eV. The calculation puts the gap between HOMO and LUMO (spin up / spin down) at 8.52 / 7.34 eV.

ORCA input file:
```
! wB97M-V def2-TZVPD RIJCOSX def2/J DEFGRID3
* xyz 1 3
O -0.624 -2.768 1.530
V -1.764 -1.784 0.935
O -3.124 -2.402 1.477
Pd -1.456 0.722 -1.572
C 1.112 -0.761 -0.414
O -0.260 -0.938 -0.657
H 1.728 -0.966 -1.300
H 1.378 0.276 -0.183
H 1.412 -1.512 0.323
C -4.146 0.669 0.162
O -2.898 0.004 -0.080
H -3.979 1.703 0.479
H -4.574 0.708 -0.841
H -4.734 0.141 0.910
O -0.707 2.328 -0.258
H -1.263 2.907 0.279
H 0.133 2.247 0.244
O 4.092 0.509 -3.143
H 3.477 -0.138 -2.781
H 4.600 0.816 -2.384
O 1.544 -0.325 3.102
H 2.370 -0.130 3.559
H 1.809 -0.614 2.223
O 1.325 2.841 1.415
H 1.836 3.008 2.216
H 1.936 2.996 0.681
O 0.182 -3.357 -2.315
H 0.601 -3.739 -1.536
H -0.005 -2.442 -2.069
*
```

How positive or negative is each atom? The Löwdin charges in e answer that: number 1, O, carries -0.268; number 2, V, carries 1.111; number 3, O, carries -0.247; number 4, Pd, carries 1.088; number 5, C, carries -0.202; number 6, O, carries -0.448; number 7, H, carries 0.076; number 8, H, carries 0.071; number 9, H, carries 0.081; number 10, C, carries -0.147; number 11, O, carries -0.461; number 12, H, carries 0.076; number 13, H, carries 0.082; number 14, H, carries 0.093; number 15, O, carries -0.091; number 16, H, carries 0.091; number 17, H, carries 0.023; number 18, O, carries -0.049; number 19, H, carries 0.009; number 20, H, carries 0.036; number 21, O, carries -0.052; number 22, H, carries 0.047; number 23, H, carries -0.002; number 24, O, carries -0.041; number 25, H, carries 0.080; number 26, H, carries 0.070; number 27, O, carries -0.049; number 28, H, carries 0.041; number 29, H, carries -0.018